[1]
# C14H16

A cluster of 2 separate species, C14H16 in total (the ωB97M-V functional and the def2-TZVPD basis, OMol25).

The geometry in XYZ format:
```
30
Properties=species:S:1:pos:R:3:mulliken_spin:R:1
C 0.68016 -0.36085 1.35052 0.151
C -2.41475 -1.21240 -1.24737 0.005
C 2.99420 -0.60209 2.15004 -0.021
C -1.28967 -0.92468 -3.40639 0.004
C 2.17242 3.03914 2.09970 0.017
C 3.02685 0.72141 2.33021 0.166
C -3.13350 -2.00648 -0.20345 0.000
C -2.00543 -1.69196 -2.48712 -0.001
C -0.93665 0.39753 -3.07652 0.001
C 1.89334 1.59225 1.93686 0.195
C 1.82407 -1.15081 1.52800 0.314
C -1.93715 0.06931 -0.94328 0.001
C 0.72100 1.03797 1.47845 0.054
C -1.28563 0.89880 -1.83727 -0.001
H -3.34915 -3.01322 -0.54080 0.000
H -1.02834 -1.44367 -4.31447 0.000
H -0.38556 0.96227 -3.81566 0.000
H 3.78791 1.23798 2.90097 0.002
H -2.58702 -1.99773 0.74616 0.001
H -0.15745 1.64478 1.31920 0.005
H -0.88210 1.82784 -1.45342 0.000
H -2.44511 0.50682 -0.07600 0.001
H 1.88028 -2.19594 1.25077 0.005
H -4.01250 -1.42695 0.10310 0.000
H 2.38254 3.19318 3.16480 0.029
H 3.66378 -1.31360 2.61445 0.004
H -2.15187 -2.72905 -2.78014 0.000
H 2.96555 3.45167 1.47668 0.029
H -0.29373 -0.82859 1.25963 0.042
H 1.29751 3.65496 1.87676 -0.001
```

Computed properties:
Orbital gap (alpha / beta): 0.264 / 0.128 hartree
2S+1: 2
Net charge: +1
Energy above the lowest of the compared OMol25 structures with the same formula, charge and spin: 19.0 kcal per mole
E: -542.72331 Eh


[2]
# C52H64F3N2O2P2S3SbTeTl

A structure of composition C52H64F3N2O2P2S3SbTeTl (the ωB97M-V functional and the def2-TZVPD basis, OMol25).

The geometry in XYZ format:
```
131
Properties=species:S:1:pos:R:3:mulliken_spin:R:1
Tl -0.39665 -0.42601 0.06585 0.122
Te -1.16666 2.04691 2.41837 0.053
Sb -2.56657 -0.80554 -2.55001 0.060
S -0.82625 3.24998 0.35325 0.113
S 7.45549 -0.32642 1.85566 0.000
S -1.91576 -4.56863 2.80786 0.005
P 1.62730 0.97738 2.22238 0.014
P 2.48985 0.57945 -0.37501 -0.009
F 2.92254 -3.77353 -2.24426 0.000
F 1.13469 -3.99256 -3.42961 0.000
F 1.27008 -4.96311 -1.51633 0.000
O 1.18909 -2.55115 -0.22840 0.012
O 0.38782 -1.74845 -2.13723 0.016
N -1.28462 -2.36044 1.72533 0.015
N 3.03754 0.86444 1.27206 0.002
C 1.73648 2.25531 -0.57028 -0.031
C 2.40387 3.45845 -0.09565 0.019
C 0.98584 -2.57739 -1.44761 0.000
C -4.51337 -3.26389 -3.20268 0.004
C -2.31138 -3.83298 -2.17542 -0.003
C -0.80344 -1.58313 -4.99217 -0.001
C -5.31516 3.60481 1.98981 -0.001
C 6.54192 0.99301 2.72792 0.000
C -4.09992 -2.86675 -0.77758 -0.013
C 3.18663 2.35714 5.79672 0.000
C -2.29652 -2.07958 2.58093 -0.003
C 5.93483 1.78297 -2.31729 0.001
C 5.29575 1.45919 1.99285 0.000
C 4.09985 0.66724 -1.24178 0.007
C -3.62052 2.04509 -2.18257 -0.011
C -5.02024 2.92708 4.26837 -0.001
C 1.06597 -3.13125 4.21593 0.001
C 0.23666 2.18377 -0.49423 0.590
C -0.97364 -3.60958 1.73358 -0.016
C 2.23024 1.99242 3.62486 -0.002
C 0.46261 -2.00494 4.75514 0.000
C -1.66300 0.73452 -5.03842 0.003
C 0.83675 2.42493 -1.82597 -0.031
C 1.36101 4.81147 -1.82849 0.021
C -3.71724 2.56581 3.98671 0.000
C 1.84239 -3.01801 3.07447 0.000
C -3.19564 2.73241 2.70752 -0.002
C -4.30973 0.69905 -2.36224 0.005
C 1.57956 -3.83094 -2.17791 0.001
C -3.47991 -2.85989 -2.16824 -0.005
C 4.70840 1.83865 -1.67850 -0.001
C -2.03233 -0.71769 -4.77685 0.010
C 0.82675 3.74437 -2.44883 0.009
C 2.02580 -1.78606 2.47582 -0.030
C -3.13441 -1.16082 -5.71952 0.000
C 0.65342 -0.76746 4.16892 0.011
C -2.77062 -3.15037 3.26533 0.003
C 5.95471 -0.60820 -2.10501 0.000
C 4.28215 0.33194 1.79856 0.004
C -5.24718 0.74220 -3.55366 0.001
C 1.45135 -0.64841 3.03237 0.026
C 6.80978 -1.81629 2.67324 0.000
C 6.56451 0.56524 -2.51715 0.000
C 2.42164 4.22787 4.50686 0.003
C -4.00628 3.25474 1.70998 0.004
C 2.81380 1.49299 4.78221 -0.001
C -5.82232 3.45301 3.26853 0.003
C 4.71976 -0.55860 -1.48424 -0.002
C 2.03071 3.36515 3.50058 -0.016
C 2.99337 3.72270 5.66334 0.000
C -5.09702 0.38757 -1.09924 -0.001
C 2.13101 4.66786 -0.62452 0.013
H 3.12849 3.34387 0.69837 0.000
H -3.08675 2.15510 4.76691 0.000
H -5.73284 1.23599 -0.83945 -0.001
H -2.53759 1.38156 -5.00687 0.000
H 0.36490 3.82101 -3.42207 0.000
H -4.42799 0.20390 -0.25796 0.001
H -5.66045 -0.24050 -3.76882 0.000
H -0.19696 -4.02423 1.12319 -0.001
H 0.00599 -1.28161 -4.33521 0.001
H 5.79205 -2.02187 2.35634 0.000
H 4.10333 -0.16256 2.76034 0.000
H -2.64151 -1.06421 2.67221 -0.001
H 3.62346 1.95944 6.70075 0.000
H -3.57401 -3.19385 3.96997 -0.001
H -2.94197 2.02405 -1.32897 0.008
H 1.57002 3.75578 2.60099 0.008
H -1.01188 -2.63470 -4.81018 0.000
H -5.94578 3.98658 1.19982 0.000
H 0.19465 0.11642 4.59712 -0.001
H -4.04374 -3.44617 -4.16501 0.000
H -2.83134 -0.95066 -6.74721 -0.001
H 6.43689 -1.55954 -2.27663 0.000
H 4.22629 2.79273 -1.52083 0.002
H 1.30302 5.79115 -2.27902 -0.001
H 7.52800 0.53241 -3.00337 0.000
H -4.35805 2.83021 -2.00771 0.000
H 2.61006 -1.71600 1.57111 0.001
H -3.04423 2.32001 -3.06227 0.000
H 6.39985 2.69536 -2.66396 0.000
H 0.92529 -4.09482 4.68552 0.000
H -3.42632 -2.41839 -0.04666 0.006
H -3.30218 -2.23021 -5.64115 0.000
H -4.73847 1.11285 -4.43891 0.000
H -0.46127 -1.48784 -6.02375 0.000
H 7.46106 -2.63105 2.37446 0.000
H 2.59849 5.55166 -0.21183 -0.008
H -5.04543 -2.33346 -0.75057 0.000
H -0.93919 1.07836 -4.29943 -0.002
H -5.27549 -2.49616 -3.32116 0.000
H 2.26873 5.29143 4.39685 0.000
H 6.85617 -1.68392 3.75018 0.000
H -1.20956 0.83300 -6.02674 0.000
H -4.29438 -3.89574 -0.46808 0.000
H -3.60880 3.39636 0.71517 0.001
H -2.66893 -4.85147 -2.01293 0.000
H 4.83160 2.26213 2.57357 0.000
H -0.15927 -2.09199 5.63457 0.000
H -1.77177 -3.81063 -3.11894 0.000
H 7.24746 1.81779 2.82279 0.000
H -6.83869 3.74143 3.48576 0.000
H 5.57336 1.85428 1.01349 0.000
H 3.28033 4.38836 6.46415 0.000
H -1.61014 -3.59123 -1.37756 -0.002
H 2.30452 -3.89195 2.64312 0.000
H -5.41226 2.78892 5.26521 0.000
H -4.06860 -0.64339 -5.53019 0.000
H 2.96555 0.42821 4.89689 0.000
H 6.30171 0.61981 3.72292 0.000
H 4.69565 -0.39766 1.09585 -0.001
H 0.79559 1.57718 -2.51065 0.019
H -6.07927 1.41770 -3.34593 0.000
H 4.22294 -1.47478 -1.18746 -0.001
H -5.74335 -0.47519 -1.23888 0.000
H -5.00765 -4.18769 -2.89430 0.000
```

Computed properties:
Orbital gap (alpha / beta): 0.238 / 0.220 hartree
2S+1: 2
E: -5137.41346 Eh


[3]
# C4H6N2

The molecule C4H6N2 (the ωB97M-V functional and the def2-TZVPD basis, OMol25).

The geometry in XYZ format:
```
12
Properties=species:S:1:pos:R:3:lowdin_charge:R:1
N 2.10459 1.79328 0.37518 0.160
N 0.43905 -1.05777 -0.48859 -0.117
C -1.17575 0.81161 -0.22601 -0.047
C 0.75241 -2.27287 -0.11078 0.023
C 0.07369 0.11677 0.32027 -0.368
C 1.21469 1.05552 0.36846 -0.173
H 0.46760 -0.87451 -1.48618 0.118
H -1.40929 1.69728 0.36989 0.088
H -0.10732 -0.26228 1.33140 0.142
H -1.02521 1.13544 -1.26118 0.088
H -2.03095 0.13143 -0.19160 0.087
H 0.69649 -2.27389 0.99913 -0.002
```

Computed properties:
Orbital gap: 0.350 hartree
2S+1: 1
Energy above the lowest of the compared OMol25 structures with the same formula, charge and spin: 65.9 kcal per mole
E: -265.43048 Eh


[4]
# CH8NO3

A cluster of 3 separate species, CH8NO3 in total (the ωB97M-V functional and the def2-TZVPD basis, OMol25).

The geometry in XYZ format:
```
13
Properties=species:S:1:pos:R:3:mulliken_spin:R:1
O 2.36996 -1.47176 -0.10081 0.022
O -2.35356 -0.41309 -1.48380 0.002
O 0.24445 -0.06190 -0.46199 0.902
N 0.36762 1.40985 1.48000 0.022
C -0.45143 0.53674 0.67062 -0.012
H 1.31570 1.00034 1.66354 -0.001
H -2.17954 -0.63376 -2.36522 0.001
H 0.62123 2.16755 0.83379 0.003
H 2.10748 -2.14251 -0.72188 -0.002
H -1.34556 1.05768 0.46905 0.014
H 1.55250 -0.91230 -0.12649 0.000
H -0.70663 -0.35384 1.27237 0.049
H -1.54222 -0.18301 -1.12918 0.000
```

Computed properties:
Orbital gap (alpha / beta): 0.435 / 0.294 hartree
2S+1: 2
Energy above the lowest of the compared OMol25 structures with the same formula, charge and spin: 9.9 kcal per mole
E: -323.26776 Eh


[5]
# C3H4

A cluster of 2 separate species, C3H4 in total (the ωB97M-V functional and the def2-TZVPD basis, OMol25).

The geometry in XYZ format:
```
7
Properties=species:S:1:pos:R:3:lowdin_charge:R:1
C 0.14190 -0.02684 -0.96203 -0.045
C -0.92657 -0.06090 -0.17735 -0.071
C 0.34456 0.17658 0.49973 -0.246
H 0.39880 1.12183 0.97190 0.040
H 0.87424 -0.34782 -1.62838 0.074
H 1.07964 -0.97712 1.15982 0.168
H -1.91258 0.11428 0.13631 0.079
```

Computed properties:
Orbital gap: 0.366 hartree
2S+1: 1
Energy above the lowest of the compared OMol25 structures with the same formula, charge and spin: 71.0 kcal per mole
E: -116.52363 Eh


[6]
# C5H4F7NO

A cluster of 2 separate species, C5H4F7NO in total (the ωB97M-V functional and the def2-TZVPD basis, OMol25).

The geometry in XYZ format:
```
18
Properties=species:S:1:pos:R:3:lowdin_charge:R:1
F 0.54484 2.86483 0.27775 0.087
F 2.10794 2.21439 -0.98168 0.167
F 1.91213 -2.01879 1.12773 0.152
F 0.07049 1.61021 -1.49390 0.164
F 0.02631 -1.89047 -0.02894 0.105
F 1.87743 0.71288 1.38741 0.064
F 1.84717 -2.60814 -0.82389 0.232
O 1.67481 -0.47897 -0.50766 0.159
N -1.93175 -0.05498 0.72740 0.028
C -2.47230 -0.21428 -0.56679 -0.022
C -0.98401 0.09927 1.38553 0.145
C 0.95111 1.77281 -0.51213 -0.577
C 1.11604 0.55388 0.27198 -0.284
C 1.39132 -1.67990 -0.07887 -0.749
H -3.20564 0.43656 -0.63062 0.055
H -2.77872 -1.17498 -0.70132 0.073
H -0.54686 0.08483 2.35509 0.105
H -1.60031 -0.22914 -1.20710 0.095
```

Computed properties:
Orbital gap: 0.327 hartree
2S+1: 1
Energy above the lowest of the compared OMol25 structures with the same formula, charge and spin: 70.1 kcal per mole
E: -1021.86126 Eh


Values of max |F|, in order: 2.28; 1.48; 1.09; 3.21; 4.44; 5.17, all in eV/A.